No. 1
Formula: C5H4O2
Source: the Open Molecules 2025 dataset
Level of theory: ωB97M-V/def2-TZVPD

Geometry as XYZ:
```
11
Properties=species:S:1:pos:R:3:forces:R:3
O -1.6018 1.9848 -0.9714 -0.465 -1.016 -0.550
C -1.9914 1.0431 -1.4734 0.234 1.371 0.434
O -0.9211 -0.6581 0.5390 0.128 -0.154 -0.036
C -0.0435 -0.0612 1.3862 0.169 0.033 0.083
C 1.1573 0.1163 0.7846 -0.032 -0.030 0.087
C 1.0185 -0.4181 -0.5368 -0.024 -0.138 -0.025
C -0.2526 -0.8729 -0.6265 0.214 -0.153 -0.061
H -0.3957 0.1316 2.3893 -0.030 0.038 -0.219
H 2.0434 0.5474 1.2275 -0.147 -0.028 -0.040
H 1.7731 -0.4843 -1.3065 -0.094 0.068 0.072
H -0.8027 -1.3356 -1.4328 0.048 0.010 0.255
```
Positions in Å, forces in eV/Å.

The calculation puts the total energy at -343.36606 Ha. The HOMO energy is -0.3291 Ha. For the molar mass, the calculation gives 96.08 g/mol. Its LUMO energy is 1.13 eV. As for the net charge: 0. The energy relative to the best compared isomer or geometry (same formula, charge and spin) is 69.1 kJ/mol.

---

No. 2
Formula: C5H4O2
Source: the Open Molecules 2025 dataset
Level of theory: ωB97M-V/def2-TZVPD

Geometry as XYZ:
```
11
Properties=species:S:1:pos:R:3:forces:R:3
O 2.2558 -1.5911 0.0052 -0.492 0.458 -0.026
C 1.3904 -0.7835 0.0094 0.382 -0.262 0.023
O -0.0207 -1.4468 0.2222 -0.249 0.147 -0.036
C -1.1106 -0.8095 0.0860 0.214 0.044 0.073
C -1.1285 0.5690 -0.2667 -0.050 -0.107 -0.107
C 0.1145 1.3342 -0.3207 0.195 -0.284 -0.093
C 1.2722 0.6344 -0.0633 0.026 0.060 0.012
H -2.0052 -1.3856 0.3421 0.082 0.079 -0.077
H -2.0522 0.9742 -0.6809 0.150 -0.068 0.115
H -0.9451 1.3621 0.6330 -0.130 -0.007 0.139
H 2.2294 1.1426 0.0336 -0.127 -0.062 -0.024
```
Positions in Å, forces in eV/Å.

The calculation puts the total energy at -343.22579 Ha. The HOMO energy (alpha / beta) is -0.3085 / -0.3084 Ha. For the molar mass, the calculation gives 96.08 g/mol. Its LUMO energy (alpha / beta) is -1.02 / -1.02 eV. As for the net charge: 0. The energy relative to the best compared isomer or geometry (same formula, charge and spin) is 437.3 kJ/mol.

---

No. 3
Formula: C5H4O2
Source: the Open Molecules 2025 dataset
Level of theory: ωB97M-V/def2-TZVPD

Geometry as XYZ:
```
11
Properties=species:S:1:pos:R:3:forces:R:3
O -1.6506 -1.8137 1.0053 0.196 0.379 0.327
C -0.8728 -0.9298 0.7758 -0.185 -0.323 0.062
O -1.3572 0.3776 0.6939 0.028 -0.072 -0.100
C -0.7444 1.2675 -0.1118 0.149 0.004 -0.202
C 0.4027 0.9878 -0.7570 -0.070 0.001 0.069
C 1.0863 -0.2349 -0.4127 -0.051 -0.011 0.053
C 0.5433 -1.0835 0.4840 -0.040 -0.026 -0.310
H -1.2969 2.2009 -0.1758 0.130 -0.194 -0.034
H 0.8251 1.6948 -1.4605 -0.062 -0.058 0.161
H 2.0286 -0.4874 -0.8881 0.073 0.243 0.216
H 1.0359 -1.9793 0.8469 -0.168 0.056 -0.243
```
Positions in Å, forces in eV/Å.

The calculation puts the total energy at -343.38450 Ha. The HOMO energy is -0.3373 Ha. For the molar mass, the calculation gives 96.08 g/mol. Its LUMO energy is 0.28 eV. As for the net charge: 0. The energy relative to the best compared isomer or geometry (same formula, charge and spin) is 20.6 kJ/mol.

---

No. 4
Formula: C5H4O2
Source: the Open Molecules 2025 dataset
Level of theory: ωB97M-V/def2-TZVPD

Geometry as XYZ:
```
11
Properties=species:S:1:pos:R:3:forces:R:3
O 2.1581 -1.4306 0.1075 -0.426 0.229 -0.006
C 1.1175 -0.8217 0.0690 0.257 -0.094 0.015
O -0.0610 -1.4460 0.1595 0.180 0.058 0.008
C -1.2896 -0.6903 0.0105 -0.132 0.183 -0.094
C -1.3297 0.7277 -0.2841 0.243 -0.215 0.119
C -0.0429 1.3839 -0.1491 0.080 -0.063 -0.003
C 1.0928 0.6669 -0.0434 -0.148 0.079 0.002
H -1.9230 -1.2919 -0.6485 0.070 0.117 0.036
H -1.8049 -0.6923 0.9901 -0.025 -0.054 -0.017
H 0.0032 2.4709 -0.1932 0.012 -0.169 -0.023
H 2.0795 1.1234 -0.0183 -0.112 -0.071 -0.037
```
Positions in Å, forces in eV/Å.

The calculation puts the total energy at -343.27216 Ha. The HOMO energy (alpha / beta) is -0.3400 / -0.3400 Ha. For the molar mass, the calculation gives 96.08 g/mol. Its LUMO energy (alpha / beta) is -1.68 / -1.68 eV. As for the net charge: 0. The energy relative to the best compared isomer or geometry (same formula, charge and spin) is 315.6 kJ/mol.

---

No. 5
Formula: C5H4O2
Source: the Open Molecules 2025 dataset
Level of theory: ωB97M-V/def2-TZVPD

Geometry as XYZ:
```
11
Properties=species:S:1:pos:R:3:forces:R:3
C 1.4331 -1.9934 -1.0944 2.473 -5.335 -0.981
C 0.6833 -0.9904 -1.3130 -1.882 5.559 0.367
C 0.6033 -1.0874 0.2837 -3.203 2.928 -2.202
C -0.5897 -0.0947 -0.1523 -3.318 -0.802 4.625
C -0.3766 1.2717 0.4761 0.856 -3.536 1.463
O 1.0264 -1.2098 1.3961 1.717 -0.606 2.115
O -0.2649 -0.0752 -1.4769 2.158 -2.111 -4.123
H -1.6861 -0.5251 -0.0229 1.885 0.912 -0.360
H 0.6247 1.5170 0.2542 1.620 0.135 0.483
H -0.5938 1.1124 1.5305 0.400 0.452 0.138
H -0.8598 2.0750 0.1189 -2.708 2.404 -1.525
```
Positions in Å, forces in eV/Å.

The calculation puts the total energy at -343.00795 Ha. The HOMO energy (alpha / beta) is -0.2216 / -0.3640 Ha. For the molar mass, the calculation gives 96.08 g/mol. As for the expectation value of S²: 2.01. Its LUMO energy (alpha / beta) is 0.37 / -3.91 eV. As for the net charge: 0. The energy relative to the best compared isomer or geometry (same formula, charge and spin) is 545.4 kJ/mol. The spin multiplicity is 3.

---

No. 6
Formula: C5H4O2
Source: the Open Molecules 2025 dataset
Level of theory: ωB97M-V/def2-TZVPD

Geometry as XYZ:
```
11
Properties=species:S:1:pos:R:3:forces:R:3
C -0.4138 -0.8860 0.0018 1.932 -1.036 0.178
C -1.7390 -0.7122 -0.0400 0.352 1.877 -0.178
C -2.6850 0.1502 -0.2363 -1.569 -1.666 -0.024
C 0.5328 0.3142 0.0539 0.070 1.107 -0.028
C 2.0862 0.2246 -0.0073 -0.738 -1.467 -1.308
O -3.7819 0.5425 -0.3837 -0.064 1.035 -0.047
O 2.7938 1.1532 -0.2346 0.084 0.936 -0.022
H -0.1128 -1.9326 0.1237 0.505 0.506 -0.069
H 0.1061 1.2102 -0.5399 0.996 -1.446 0.735
H 0.6327 0.6923 1.0789 -0.995 0.186 0.518
H 2.5810 -0.7565 0.1835 -0.573 -0.032 0.245
```
Positions in Å, forces in eV/Å.

The calculation puts the total energy at -343.21567 Ha. The HOMO energy (alpha / beta) is -0.2648 / -0.3696 Ha. For the molar mass, the calculation gives 96.08 g/mol. As for the expectation value of S²: 2.02. Its LUMO energy (alpha / beta) is 0.42 / -2.63 eV. As for the net charge: 0. The energy relative to the best compared isomer or geometry (same formula, charge and spin) is 0.0 kJ/mol. The spin multiplicity is 3.

---

No. 7
Formula: C5H4O2S
Source: the Open Molecules 2025 dataset
Level of theory: ωB97M-V/def2-TZVPD

Geometry as XYZ:
```
12
Properties=species:S:1:pos:R:3:forces:R:3
C 1.0826 0.4943 0.3110 -1.185 1.704 -0.802
C 0.4348 -0.9937 -1.3620 -2.342 2.056 2.200
C -0.6097 -0.5687 -0.6052 -0.663 -0.141 2.457
C -1.6570 -0.1249 1.0415 0.710 0.151 2.879
C -0.2744 0.3858 0.4859 -0.651 -3.130 -1.810
H 2.8829 1.8951 -0.6123 -1.660 0.014 3.195
H 0.3455 -1.6341 -2.2211 1.411 0.141 -0.174
H -1.5138 -1.0048 1.8663 -0.504 3.061 -0.967
H -2.4002 0.7894 1.2290 1.143 -2.575 -0.363
O 1.4192 -0.1607 -0.8342 2.557 -0.597 -1.265
O -1.8450 -0.9764 -0.0785 -0.327 0.566 -2.131
S 2.1350 1.8988 0.7796 1.511 -1.248 -3.219
```
Positions in Å, forces in eV/Å.

The calculation puts the total energy at -741.39064 Ha. The HOMO energy is -0.3085 Ha. For the molar mass, the calculation gives 128.15 g/mol. Its LUMO energy is 0.25 eV. As for the net charge: 0. The energy relative to the best compared isomer or geometry (same formula, charge and spin) is 514.6 kJ/mol.

---

No. 8
Formula: C5H4O2S
Source: the Open Molecules 2025 dataset
Level of theory: ωB97M-V/def2-TZVPD

Geometry as XYZ:
```
12
Properties=species:S:1:pos:R:3:forces:R:3
C -1.1417 -1.5698 0.3248 1.393 1.031 1.510
C -0.7850 -0.1197 0.7608 -1.534 -2.600 -1.277
C -0.1308 -2.5679 0.7042 -0.036 -0.819 0.490
C -1.4005 0.4116 1.7716 0.153 0.657 1.306
C 0.2247 0.5561 -0.0654 0.187 -1.301 -2.346
O 0.9632 -3.0310 0.6766 -0.349 0.644 -0.419
O -1.7960 0.9105 2.7459 -0.282 -0.237 -0.449
S -1.6464 -2.8467 1.5686 -0.128 0.058 0.332
H -1.6455 -1.7593 -0.5833 -0.396 0.329 -1.108
H 0.3833 0.0242 -1.0778 -1.077 1.020 1.125
H 1.1669 0.3075 0.3177 1.717 0.532 1.036
H 0.0075 1.5934 -0.1892 0.353 0.684 -0.200
```
Positions in Å, forces in eV/Å.

The calculation puts the total energy at -741.50986 Ha. The HOMO energy is -0.3318 Ha. For the molar mass, the calculation gives 128.15 g/mol. Its LUMO energy is 0.32 eV. As for the net charge: 0. The energy relative to the best compared isomer or geometry (same formula, charge and spin) is 201.6 kJ/mol.

---

No. 9
Formula: C5H5BaO15
Source: the Open Molecules 2025 dataset
Level of theory: ωB97M-V/def2-TZVPD

Geometry as XYZ:
```
26
Properties=species:S:1:pos:R:3:forces:R:3
Ba 19.6803 -21.7089 4.0854 0.577 1.142 0.076
O 20.3737 -23.4723 6.9061 0.615 -1.569 2.561
C 21.3634 -22.5871 7.2829 1.104 4.864 -2.592
O 21.9371 -22.6922 8.3907 -0.397 -1.736 0.738
O 21.4818 -21.6672 6.4832 0.614 0.537 -1.006
H 20.6348 -23.7245 7.8307 -2.161 -2.652 0.247
O 15.7887 -23.9869 2.9410 -0.452 1.461 0.648
C 16.9179 -23.3233 3.3001 5.376 -1.109 0.782
O 16.8462 -22.1416 3.6179 -2.570 2.425 0.292
O 18.0371 -23.8686 3.4054 0.131 -2.283 -0.791
H 15.4290 -23.1204 3.2817 -2.407 -0.709 -0.748
O 18.4728 -21.9396 -0.3572 -1.831 0.777 -1.256
C 19.3074 -21.5606 0.6188 3.441 -1.312 4.547
O 19.0067 -20.8149 1.5960 -1.655 0.433 -1.971
O 20.4017 -22.2000 0.6735 -0.348 -0.090 -1.490
H 18.9640 -22.6157 -0.8337 0.256 0.017 0.211
O 18.5304 -17.4503 6.1876 0.484 0.101 -0.123
C 18.9947 -18.6869 5.7929 2.578 -3.290 -0.451
O 18.3144 -19.5087 5.1814 -3.093 0.116 -0.887
O 20.1831 -19.0082 6.0572 0.004 2.302 0.901
H 19.4317 -17.1596 6.4047 -0.224 0.715 0.446
O 23.4925 -21.0511 1.6805 0.107 -0.027 -0.887
C 23.1680 -20.3445 2.7936 -0.152 1.375 3.833
O 23.9658 -19.4209 3.1487 0.311 -0.226 -1.566
O 22.1980 -20.6705 3.5056 -0.513 -0.976 -1.303
H 24.1880 -20.4643 1.3562 0.205 -0.285 -0.213
```
Positions in Å, forces in eV/Å.

The calculation puts the total energy at -1347.81225 Ha. The HOMO energy is 0.0126 Ha. For the molar mass, the calculation gives 442.41 g/mol. Its LUMO energy is 6.78 eV. As for the net charge: -3. The energy relative to the best compared isomer or geometry (same formula, charge and spin) is 259.5 kJ/mol.

---

Q: net charge of number 3 (C5H4O2)?
A: 0

---

Q: Which value of energy relative to the best compared isomer or geometry (same formula, charge and spin) does entry 6 give?
A: 0.0 kJ/mol

---

Q: Among the records above, which one has the highest energy relative to the best compared isomer or geometry (same formula, charge and spin)?
A: number 5